Record 1
C9H5Cl9CrO4 as an isolated structure, computed with the ωB97M-V functional and the def2-TZVPD basis.

Geometry (Å):
Cr 0.2582 0.6154 0.2558
Cl -1.7192 1.4955 1.5790
Cl 4.3721 2.7649 -0.9490
Cl 4.0957 2.7779 2.5742
Cl 1.4525 2.7887 -1.0240
Cl 2.9914 2.4052 -3.4726
Cl 1.8224 0.9729 2.2791
Cl -4.4173 1.1681 0.5686
Cl -3.5559 -0.3458 2.8815
Cl 2.2026 2.4452 4.7510
O -0.3564 -1.1546 0.7593
O -0.0742 -0.0227 -1.5412
O -1.5610 -3.9059 -3.6948
O -2.2407 -4.9192 -1.2564
C -3.4264 1.1568 2.0061
C -1.2946 -3.0935 -0.1489
C 2.9745 3.1833 -1.9025
C -0.8686 -1.8917 -2.7250
C -0.5583 -1.2532 -1.5978
C -1.6971 -3.8498 -1.3182
C 3.0205 1.6746 3.4174
C -1.3814 -3.2480 -2.6997
C -0.7491 -1.8938 -0.2674
H -3.7441 1.9703 2.6434
H 2.9217 4.2512 -2.0627
H -0.6490 -1.3959 -3.6626
H -1.4284 -3.5398 0.8270
H 3.6102 0.8440 3.7803

Values from the calculation:
Multiplicity: 5
M (g mol⁻¹): 548.21
<S²>: 6.02
Relative energy (zero: lowest compared OMol25 entry of this formula, charge and spin) (kJ/mol): 0.0

Record 2
C16H16F2N2O3S as an isolated structure, computed with the ωB97M-V functional and the def2-TZVPD basis.

Geometry (Å):
S -0.9274 2.0524 -2.4960
F -6.4441 -1.5836 3.0943
F -4.6354 -2.4124 3.4260
O -4.9388 -1.4433 1.5906
O 3.8062 -2.4291 0.0691
O 5.9121 1.5618 -0.3808
N -0.2578 0.5368 -0.5201
N 1.3498 1.7166 -1.9716
C -2.4908 -0.6916 1.9285
C 3.6351 -1.1037 -0.5273
C -3.5851 -0.2681 -0.1315
C -3.6982 -0.8419 1.1455
C -1.3558 0.2655 0.0300
C 4.7744 1.0545 -0.6807
C 0.1308 1.5092 -1.6516
C -5.0826 -1.2467 2.8764
C -1.3829 -0.5568 1.1435
C 2.5676 1.0389 -1.3881
C 4.8308 -0.3406 -0.3370
C 2.6699 -3.2433 -0.2753
C 3.6126 1.6902 -1.4175
C 6.1277 3.0700 -0.7735
C -2.5517 0.1269 -0.9122
C 2.5435 -0.1933 -0.9724
H -4.6691 -0.3856 -0.7906
H 2.8266 -4.1790 0.0453
H 5.5970 -0.7205 0.1425
H 3.7542 2.8577 -1.3044
H -2.6207 0.6177 -1.9384
H -0.5868 -0.3091 1.8440
H 1.5933 2.1686 -2.7288
H -2.6319 -1.0459 2.6847
H 1.7017 -2.8084 0.4315
H -4.7557 -0.5532 3.2878
H 6.1674 3.1449 -1.8161
H 1.6679 -0.8665 -1.1463
H 7.0470 3.2688 -0.5728
H 5.5161 3.6606 -0.2689
H 0.6008 0.5601 0.0032
H 2.1787 -3.1626 -1.4643

Values from the calculation:
M (g mol⁻¹): 354.38
Relative energy (zero: lowest compared OMol25 entry of this formula, charge and spin) (kJ/mol): 1469.3

Record 3
One molecule with the formula C22H17N3O3S2, computed with the ωB97M-V functional and the def2-TZVPD basis.

Geometry (Å):
S -4.4987 -1.4731 4.1182
S -1.0206 -0.1202 -0.4766
O 4.7094 1.1413 -5.1455
O 6.6365 1.2705 -3.0483
O 0.3710 0.3288 -2.8278
N -0.6616 -0.6400 3.2984
N -2.3332 -0.5697 1.8746
N -0.1471 -0.4198 2.0858
C 3.6035 0.5368 -1.1846
C -4.6570 -1.6581 5.8191
C 4.9261 0.7688 -1.4926
C 0.7885 0.1068 -0.5083
C 3.0364 0.7563 -3.5138
C -2.4553 -1.0186 5.6137
C -5.2176 -1.3797 -0.2629
C -3.5018 -1.3831 6.4799
C -3.6149 -0.5211 1.2916
C -5.7602 0.5225 1.0961
C 4.3655 0.9719 -3.8318
C 2.6377 0.5460 -2.1944
C 6.0931 1.0056 -5.3831
C 5.3215 1.0061 -2.8064
C -1.9664 -0.7292 3.1939
C -6.1159 -0.4009 0.1273
C 1.1991 0.3297 -1.9449
C 6.8856 1.7889 -4.3385
C -3.9640 -1.4453 0.3166
C -4.5081 0.4702 1.6794
C -1.1392 -0.3841 1.2326
C -2.8322 -1.0118 4.2961
H 6.3791 -0.0542 -5.3345
H 1.2462 -0.7873 -0.0853
H -5.6035 -1.9578 6.2229
H 6.2741 1.3886 -6.3881
H 2.2989 0.7462 -4.3008
H -3.2557 -2.2034 0.0192
H 7.9601 1.7022 -4.5044
H -5.4920 -2.0965 -1.0216
H -3.4002 -1.4401 7.5486
H -7.0939 -0.3546 -0.3274
H -1.4573 -0.7679 5.9207
H 1.0343 0.9610 0.1225
H 6.5895 2.8458 -4.3766
H 3.3287 0.3593 -0.1578
H -4.2164 1.1904 2.4296
H 5.6847 0.7819 -0.7265
H -6.4566 1.2908 1.3958

Values from the calculation:
M (g mol⁻¹): 435.53
Electronic energy (eV): -55372.4107

Record 4
An isolated ion of composition C7H5N4OS and charge -1, computed with the ωB97M-V functional and the def2-TZVPD basis.

Geometry (Å):
S -1.1554 -2.3187 2.5794
O -1.8894 -1.5822 3.6213
N 2.7916 -1.6774 2.9257
N 1.7560 -2.0114 3.1216
N 0.6446 -2.3328 3.4031
N -1.2860 -0.7212 0.2666
C -0.6051 0.1303 -0.4842
C -0.0656 2.3455 -1.2122
C 0.7338 0.4343 -2.4742
C -1.7523 -1.5547 1.0074
C 0.6154 1.8680 -2.2810
C 0.0185 -0.4030 -1.5690
C -0.8118 1.5049 -0.3007
H 1.3664 0.1196 -3.1449
H 0.1510 -1.4550 -1.8196
H -0.3452 3.4254 -1.1460
H -1.3328 1.8579 0.4765
H 1.1662 2.3705 -2.9697

Values from the calculation:
M (g mol⁻¹): 193.21
Total charge: -1
Relative energy (zero: lowest compared OMol25 entry of this formula, charge and spin) (kJ/mol): 56.7

Record 5
One molecule with the formula C17H21N3O2, computed with the ωB97M-V functional and the def2-TZVPD basis.

Geometry (Å):
O 1.9602 -3.7086 0.2584
O 4.9428 1.3224 0.3926
N 0.9215 -1.8615 -0.5206
N 1.6162 0.8624 -0.5643
N 2.9107 0.6827 -0.3962
C -1.2748 2.6036 0.6373
C -3.2022 2.0032 -0.6624
C 1.9910 -2.5393 -0.0686
C -2.7698 -2.1387 0.3503
C -2.3825 1.3769 -1.5878
C 3.0761 2.7426 0.7775
C 1.0061 1.9074 -0.0791
C -0.4437 1.9740 -0.2867
C 1.7447 2.9091 0.6188
C -0.4126 -2.4140 -0.5391
C 3.7572 1.5641 0.2758
C 3.4588 -0.5489 -0.9393
C -1.3057 -1.7384 0.5030
C 3.2978 -1.7450 0.0060
C -1.0140 1.3593 -1.4020
C -3.6552 -1.4063 1.3507
C -2.6447 2.6144 0.4484
H -3.1009 -1.9029 -0.6638
H -2.8131 0.8994 -2.4552
H -0.3271 -3.4843 -0.3403
H 3.4192 -1.4095 1.0395
H -0.8550 3.0610 1.5208
H -0.3696 0.8759 -2.1200
H -4.2722 2.0130 -0.8051
H 4.0992 -2.4600 -0.1854
H -0.9529 -2.0020 1.5018
H 1.2423 3.7914 0.9845
H 4.5246 -0.3578 -1.0877
H 3.6932 3.4686 1.2840
H -2.8691 -3.2165 0.4914
H 0.9894 -0.8583 -0.6690
H -1.2203 -0.6542 0.3917
H -3.2805 3.0976 1.1754
H 2.9806 -0.7462 -1.9006
H -4.6957 -1.6966 1.2264
H -3.5771 -0.3300 1.2077
H -0.8397 -2.2704 -1.5381
H -3.3532 -1.6397 2.3690

Values from the calculation:
M (g mol⁻¹): 299.37
Relative energy (zero: lowest compared OMol25 entry of this formula, charge and spin) (kJ/mol): 113.5

Record 6
A 4-piece molecular cluster, C16H29Cl9O4S overall, computed with the ωB97M-V functional and the def2-TZVPD basis.

Geometry (Å):
Cl -1.7671 1.6206 1.9198
Cl -4.3368 2.5059 6.0760
Cl -2.3124 2.9868 -5.0839
Cl -3.5042 -2.3671 1.1481
Cl 0.3667 4.2455 1.5299
Cl -1.8588 0.1649 6.3043
Cl -0.9827 0.2926 -3.4231
Cl -4.9343 0.7282 0.9364
Cl 0.9764 1.9037 -0.8946
S 0.2859 -0.0065 -1.3246
O -1.2163 -0.0017 -1.7446
O 5.1745 -0.6473 0.8413
O 1.0704 -0.5191 -2.5082
O 5.1101 -2.7617 1.8515
C 1.8342 -1.7539 0.4245
C -1.4047 4.3227 1.6927
C 5.3608 -0.0742 -0.4817
C -3.4765 -0.0506 5.5895
C 3.6122 -2.3560 -1.5313
C 5.1148 -2.0748 0.7954
C 5.9075 -1.3263 -1.3771
C -4.2409 -0.2278 -0.3975
C 5.0065 -2.5050 -0.7458
C -1.0415 0.5584 -5.2067
C 0.3892 -1.1029 0.1714
C -1.9367 3.2505 2.6212
C 2.3111 -2.8033 -0.7046
C -0.8931 2.0233 -5.5737
C -4.4589 -1.7153 -0.2091
C -3.9728 1.2091 4.9092
H -3.1798 0.0158 -0.4728
H 1.7465 -2.3629 1.4087
H 2.6242 -0.9379 0.6586
H -4.1413 -2.2527 -1.1054
H 2.4161 -3.8771 -0.3006
H 5.9017 -1.1499 -2.5042
H -0.2178 -0.0167 -5.6426
H -0.4354 -1.9094 0.1412
H 5.5147 -3.5140 -0.9181
H -1.8408 4.2422 0.6952
H -5.5095 -1.9485 -0.0271
H 6.1613 0.7363 -0.5743
H -4.7322 0.1056 -1.3140
H 0.1717 -0.4250 1.0860
H -0.7995 2.1300 -6.6572
H 6.9760 -1.4593 -0.9476
H -1.6436 5.3118 2.0894
H -1.4246 3.2607 3.5854
H 3.4410 -1.3093 -1.9921
H 1.4443 -2.8574 -1.4748
H -3.2436 1.5926 4.1936
H -1.9812 0.1441 -5.5806
H -0.0080 2.4657 -5.1115
H -4.1557 -0.3751 6.3798
H 4.3520 0.3905 -0.8066
H -4.8995 0.9989 4.3710
H -3.3939 -0.8581 4.8585
H -3.0024 3.4103 2.8010
H 3.6769 -3.0696 -2.4435

Values from the calculation:
M (g mol⁻¹): 636.55
Electronic energy (eV): -148782.9323

Record 7
One molecule with the formula C15H13N3O3S2, computed with the ωB97M-V functional and the def2-TZVPD basis.

Geometry (Å):
S 2.4112 -0.5171 -0.3903
S -3.2909 0.8492 -0.7356
O -1.1139 -0.7316 -1.8170
O 2.1353 0.1372 0.8595
O 3.6121 -1.2802 -0.5155
N -0.0371 -1.2086 0.1008
N -1.8155 -0.7615 2.5418
N 1.1129 -1.6153 -0.5742
C 3.5597 1.4999 -1.7240
C 2.6676 2.6914 -3.6023
C 3.6844 2.4926 -2.6805
C -3.5854 0.7666 1.8083
C -1.4419 -2.0795 2.5130
C -4.1162 1.3199 0.6870
C -2.1719 -0.1037 0.1850
C 2.4184 0.7199 -1.7012
C -1.5287 -0.2563 3.7813
C 1.5306 1.9023 -3.5677
C 1.3989 0.9052 -2.6106
C -0.9113 -2.4036 3.7263
C -0.9558 -1.2413 4.5291
C -2.4689 -0.0628 1.5346
C -1.0872 -0.6872 -0.5933
H -0.5341 -3.3635 4.0166
H -1.7240 0.7710 4.0165
H 4.5712 3.1070 -2.7078
H -3.9726 0.9179 2.7997
H 0.1743 -0.9441 1.0547
H 0.5045 0.2998 -2.5918
H -0.6064 -1.1511 5.5380
H -1.6124 -2.6825 1.6440
H 0.7392 2.0559 -4.2851
H -4.9628 1.9735 0.6188
H 2.7634 3.4639 -4.3505
H 0.8779 -1.8398 -1.5368
H 4.3318 1.3102 -0.9957

Values from the calculation:
M (g mol⁻¹): 347.42
Relative energy (zero: lowest compared OMol25 entry of this formula, charge and spin) (kJ/mol): 252.1

Record 8
C42H66GeN7O2S4SiSnTe as an isolated structure, computed with the ωB97M-V functional and the def2-TZVPD basis.

Geometry (Å):
Te -2.7800 -0.7160 -1.2953
Sn 0.5509 -0.5286 0.5307
Ge -0.9189 -3.5052 2.2984
S -3.3210 1.5223 2.2808
S -2.0281 3.3343 4.3825
S -1.2748 6.1624 5.0784
S 0.1609 -5.0714 -2.1275
Si 2.7886 0.6652 1.5011
O -0.8007 2.2752 -0.0777
O -0.5891 0.1904 2.5095
N 0.4702 2.0696 -4.9190
N -3.0539 4.1682 2.1902
N -2.6023 5.2686 2.8897
N 0.2019 0.5259 -3.0553
N 1.3559 -2.8202 -1.7343
N 0.5003 -0.3333 -5.3142
N 2.3595 0.7366 -4.1608
C -4.2377 -1.2186 0.2051
C -6.2993 -2.6420 0.3381
C -0.3218 -5.1358 3.2607
C 3.5249 -3.2254 -2.8500
C 3.1575 2.0931 0.2657
C -2.6067 6.5817 0.8671
C 1.9209 2.0213 -4.7082
C 2.5440 -5.7988 -3.4710
C -3.4559 8.8250 2.2558
C -2.7971 6.5206 2.2441
C -0.1814 1.8176 -3.6262
C -5.2494 -2.1301 -0.4232
C -7.1566 -3.8029 -1.5789
C -2.1127 -4.1773 0.8634
C -4.0259 -1.9227 -2.6028
C 3.8032 -5.3987 -3.8761
C 0.2586 -3.4462 -1.5148
C 0.1110 0.9814 -5.8298
C -7.2480 -3.4725 -0.2323
C 1.5958 2.6864 3.0232
C 2.2134 0.6560 4.3225
C -5.1563 -2.4631 -1.7713
C 3.9674 2.2868 3.6434
C -2.8624 3.0582 2.8195
C -2.0441 -2.5330 3.6088
C -3.2521 8.8973 0.8862
C -0.1549 -0.5195 -4.0132
C 4.3287 -1.5938 2.3983
C 1.9499 -0.3216 -5.0863
C 2.6703 1.6025 3.2048
C 2.2488 -3.6077 -2.4364
C -2.8338 7.7702 0.1944
C 4.2869 -1.1215 -0.0387
C 4.2877 -4.1242 -3.5683
C 5.6963 0.2711 1.4589
C 1.7709 -4.8937 -2.7533
C 4.3643 -0.4755 1.3518
C -6.1157 -3.3001 -2.3393
C 1.6623 0.5246 -2.8853
C 0.6701 -2.4885 1.7461
C -3.2327 7.6406 2.9405
C -1.9920 5.0522 4.0828
H 5.2798 -3.8391 -3.8938
H -8.0607 -3.8615 0.3682
H 1.2795 0.1669 4.0444
H 0.2588 -5.7868 2.6049
H -2.6827 7.8138 -0.8768
H -2.2911 5.6939 0.3383
H 6.5260 -0.3955 1.1910
H 3.5783 1.7193 -0.6711
H 0.1009 2.6081 -2.9269
H 2.9577 -0.1171 4.5255
H -4.4026 -1.3268 -3.4345
H -3.8018 9.6959 2.7980
H -1.4320 2.0261 -0.7647
H 5.0996 -1.8461 -0.1744
H -2.8034 -3.2127 3.9996
H -3.3980 7.5794 4.0042
H -3.0330 -4.5569 1.3118
H 3.3762 -2.1285 2.3615
H 3.8521 2.8356 0.6654
H 2.4220 2.1941 -5.6644
H -1.2398 -0.5081 -4.1629
H 2.2203 2.6033 0.0249
H 5.7242 1.1306 0.7844
H -3.4217 9.8271 0.3577
H -7.8961 -4.4513 -2.0323
H -3.4329 -2.7380 -3.0190
H 0.6546 2.2508 2.6829
H -1.1837 -5.6989 3.6263
H 1.2003 -2.2985 2.6875
H 4.4243 -6.0860 -4.4360
H 5.1336 -2.3188 2.2225
H 0.3026 -4.8731 4.1161
H 1.4110 3.2010 3.9726
H 4.7151 1.5610 3.9697
H -0.6845 -0.5930 3.0661
H -2.5606 -1.6682 3.1878
H 2.2475 -1.2877 -4.6727
H 4.4017 2.8874 2.8408
H 1.9080 3.4340 2.2906
H 3.3362 -1.6500 -0.1721
H 2.0408 1.2152 5.2499
H -0.5834 -2.9994 -0.9992
H -3.7458 -1.7010 1.0508
H -1.3387 2.4831 0.7020
H 5.8749 0.6281 2.4729
H -2.3868 -3.4059 0.1410
H 4.4576 -1.1928 3.4059
H 2.4539 -0.1730 -6.0452
H 2.1672 -6.7859 -3.7052
H -0.9710 0.9920 -5.9838
H -6.0379 -3.5552 -3.3904
H -6.3666 -2.3772 1.3871
H 1.9332 1.3208 -2.1898
H 0.6057 1.1439 -6.7911
H -1.2660 1.8364 -3.7674
H 3.8938 -2.2401 -2.5941
H 0.1409 -1.4858 -3.6057
H -4.6998 -0.3079 0.5818
H -1.6397 -4.9998 0.3233
H 3.7650 2.9558 4.4880
H -1.5056 0.6108 2.4386
H 1.3031 -3.1829 1.1814
H 4.3703 -0.3680 -0.8272
H 2.2027 2.8140 -4.0116
H 1.9730 -0.4325 -2.4630
H -1.4419 -2.1951 4.4564

Values from the calculation:
M (g mol⁻¹): 1176.31
Total charge: -1
Relative energy (zero: lowest compared OMol25 entry of this formula, charge and spin) (kJ/mol): 0.0